(1)
This record from the Open Molecules 2025 dataset describes an isolated ion of composition C6H12NOS and charge +1. The level of theory is ωB97M-V/def2-TZVPD.

Geometry (Å):
C -2.68254 -0.09929 0.11570
C 1.83660 -0.83065 -0.82957
C 2.21775 -0.22908 0.51722
C 0.28590 -0.74800 -0.83553
C 1.32246 1.04211 0.44899
C -1.05345 0.55507 0.76644
N -0.00938 0.61337 -0.21862
O -5.07089 -0.62952 -0.22964
S -4.27669 0.21428 0.60458
H -2.40557 -0.80949 -0.69387
H 2.34054 -0.24802 -1.71630
H 2.24532 -1.73512 -0.94467
H 1.71187 -0.80600 1.35166
H 3.29722 0.08379 0.68005
H -0.03118 -0.82460 -1.79589
H -0.11911 -1.61491 -0.19917
H 1.10292 1.41779 1.37135
H 1.74812 1.84605 -0.24572
H -0.87016 -0.09302 1.63552
H -1.40078 1.52545 1.21951
H -0.18893 1.36981 -1.00204

Cartesian forces (eV/Å) of the 3 atoms listed first:
C 2.538 1.474 1.252
C -0.060 3.939 -0.796
C -1.298 1.495 0.262

For the LUMO energy, the calculation gives -3.913 eV. The value obtained for the orbital gap is 0.3313 Eh. Its HOMO energy is -0.475 hartree. The total charge is +1. The maximum force comes out at 6.4 eV Å⁻¹.



(2)
This record from the Open Molecules 2025 dataset describes C3H3O3Rb as an isolated structure. The level of theory is ωB97M-V/def2-TZVPD.

Geometry (Å):
H 1.04649 1.49538 -2.90713
C 0.12481 0.96046 -3.19973
C 0.53105 -0.34374 -3.84487
O 0.65710 -1.33801 -3.11701
C -0.00007 0.31551 -0.96880
O -0.57603 -0.61362 -0.37337
O -0.67688 0.75732 -2.06195
H -0.44019 1.55424 -3.93410
H 1.20077 -0.21421 -4.72263
Rb 0.36802 0.28212 3.06406

Cartesian forces (eV/Å) of the 3 atoms listed first:
H 0.070 -0.225 -0.252
C -1.384 0.303 0.004
C 2.780 -1.167 3.475

For the LUMO energy, the calculation gives -1.404 eV. The value obtained for the orbital gap is 0.1403 Eh. Its HOMO energy is -0.192 hartree. The total charge is 0. The maximum force comes out at 4.6 eV Å⁻¹.



(3)
This record from the Open Molecules 2025 dataset describes one molecule with the formula C4H11N2O2PS. The level of theory is ωB97M-V/def2-TZVPD.

Geometry (Å):
C -2.27573 -1.39411 -1.85846
N -1.31246 -0.33823 -1.64728
O -0.89438 -0.39667 -0.26391
P 0.17122 0.73785 0.11658
N -0.45119 2.10786 -0.27920
O 0.42180 0.37562 1.66626
C -0.51017 0.88086 2.61478
C 2.01308 -0.16297 -0.69442
C 2.86640 -0.88498 0.25349
S 3.50205 0.70869 -0.30234
H -1.76716 -2.34605 -1.70933
H -3.14138 -1.34152 -1.18964
H -2.60966 -1.32467 -2.89168
H -1.73596 0.58392 -1.75819
H 0.12189 2.91983 -0.12956
H 0.01690 1.52144 3.32334
H -0.95732 0.03651 3.14178
H -1.29525 1.45496 2.11529
H 1.85439 -0.47526 -1.71478
H 2.56901 -0.90699 1.29283
H 3.41392 -1.75609 -0.08555

Cartesian forces (eV/Å) of the 3 atoms listed first:
C 0.054 -0.144 0.374
N 0.410 0.447 -0.410
O -0.516 -0.239 0.018

For the LUMO energy, the calculation gives 0.900 eV. The value obtained for the orbital gap is 0.3437 Eh. Its HOMO energy is -0.311 hartree. The total charge is 0. The maximum force comes out at 3.8 eV Å⁻¹. The SMILES is CNO[P@@](=N)(OC)[C@@H]1CS1.



(4)
This record from the Open Molecules 2025 dataset describes C54H47CrN4O2P2 as an isolated structure. The level of theory is ωB97M-V/def2-TZVPD.

Geometry (Å):
Cr 0.77435 -0.43002 -0.54850
C 2.67348 2.69170 1.83233
C 1.65028 2.01625 0.97387
N 2.01319 0.70887 0.52060
C 2.94883 0.03434 1.19529
C 3.76476 0.58558 2.22105
C 3.62815 2.00109 2.45643
C 4.64906 -0.22964 2.91318
C 4.76677 -1.57568 2.61058
C 4.02449 -2.11869 1.56472
C 3.14276 -1.32810 0.85870
N 2.33624 -1.74001 -0.24878
C 3.09992 -1.89591 -1.45080
C 4.15372 -2.79208 -1.58791
C 4.84792 -2.85707 -2.78626
C 4.50005 -2.05215 -3.85493
C 3.41507 -1.16209 -3.76218
C 2.96629 -0.34689 -4.81674
C 1.84384 0.44749 -4.60749
C 1.21797 0.45712 -3.37917
N 1.63648 -0.27082 -2.32963
C 2.71440 -1.08283 -2.52863
H 2.54381 3.75098 1.98338
H 0.74274 1.90188 1.61680
H 4.32612 2.48053 3.13092
H 5.24206 0.19473 3.71426
H 5.43163 -2.21270 3.17689
H 4.14083 -3.16869 1.32891
H 4.42879 -3.44208 -0.77276
H 5.66306 -3.56060 -2.88775
H 5.03939 -2.11015 -4.78931
H 3.47933 -0.36321 -5.76701
H 1.45814 1.06137 -5.40753
H 0.33278 1.05520 -3.21115
O -0.36768 -0.43131 1.42417
P -1.31752 0.41099 2.19487
C -2.44927 1.39131 1.09561
P -1.49707 2.00568 -0.39090
O -0.92453 0.80704 -1.08395
C -2.79594 2.71512 -1.47149
C -2.80170 4.08047 -1.74117
C -3.71208 4.61672 -2.63007
C -4.61894 3.78987 -3.28013
C -4.60680 2.42476 -3.03191
C -3.70510 1.88884 -2.13148
C -0.31742 3.22999 0.02393
C -0.65182 4.41875 0.65967
C 0.25879 5.44414 0.75838
C 1.50003 5.30857 0.08023
C 1.89284 4.13835 -0.46050
C 1.11957 2.88234 -0.23918
C -0.55619 1.55376 3.38584
C 0.60697 1.12114 4.03291
C 1.16941 1.87608 5.03613
C 0.57324 3.07056 5.42942
C -0.58730 3.49607 4.80473
C -1.15938 2.74366 3.79987
C -2.41596 -0.63462 3.17645
C -3.36459 -0.10967 4.06168
C -4.15027 -0.96128 4.80812
C -4.00572 -2.34021 4.69070
C -3.03624 -2.86174 3.83737
C -2.23804 -2.01825 3.09667
H -2.94356 2.19971 1.63060
H -3.21303 0.69815 0.72718
H -2.07398 4.71495 -1.25813
H -3.70586 5.67959 -2.82780
H -5.32866 4.21152 -3.97787
H -5.30339 1.78006 -3.55296
H -3.68790 0.82377 -1.94632
H -1.66484 4.54822 1.02514
H 0.00682 6.36967 1.25275
H 2.11648 6.19049 -0.04515
H 2.81561 4.05423 -1.01712
H 1.19746 2.21336 -1.10856
H 1.06027 0.19454 3.70947
H 2.07689 1.54873 5.51988
H 1.00714 3.65800 6.22460
H -1.04629 4.42808 5.10213
H -2.05757 3.09653 3.31620
H -3.47812 0.96197 4.15317
H -4.88686 -0.55757 5.48932
H -4.63939 -2.99818 5.26734
H -2.91761 -3.93315 3.74680
H -1.47130 -2.39982 2.43635
N 1.07354 -3.35033 1.05028
C 1.24923 -2.70064 -0.03245
H 1.73515 -3.12825 1.78983
C -0.07213 -5.02889 -1.38749
C -0.74403 -3.64763 -1.32268
C -1.71406 -3.62040 -0.13760
C 0.38250 -2.62735 -1.17295
C -1.48620 -3.34040 -2.61158
C -1.85266 -2.02690 -2.89419
C -2.49381 -1.69803 -4.07496
C -2.78074 -2.68174 -5.00786
C -2.42781 -3.99215 -4.73964
C -1.79440 -4.31777 -3.55118
H 0.54942 -5.15380 -0.50611
H 0.56428 -5.08893 -2.26923
H -0.79937 -5.83862 -1.41682
H -1.15284 -3.86733 0.76016
H -2.51316 -4.35167 -0.27195
H -2.15172 -2.63134 -0.02268
H 0.93545 -2.62458 -2.11460
H -1.60484 -1.25304 -2.18116
H -2.76152 -0.66680 -4.26819
H -3.26974 -2.43166 -5.94008
H -2.63716 -4.76924 -5.46331
H -1.53371 -5.35022 -3.37793

Cartesian forces (eV/Å) of the 3 atoms listed first:
Cr -1.164 0.181 -0.048
C 0.131 -0.191 0.150
C -0.614 0.507 -0.006

For the LUMO energy (spin up / spin down), the calculation gives 2.245 / 2.245 eV. The value obtained for the orbital gap (spin up / spin down) is 0.1621 / 0.2079 Eh. Its HOMO energy (spin up / spin down) is -0.080 / -0.125 hartree. The total charge is -1. The maximum force comes out at 2.2 eV Å⁻¹. The spin multiplicity is 5.